# 1
{
  "formula": "CH4ClNO3",
  "method": "ωB97M-V with the def2-TZVPD basis set",
  "fmax_ha_per_bohr": 0.09134,
  "homo_lumo_gap_ev": 9.1,
  "species": ["C", "N", "O", "O", "O", "Cl", "H", "H", "H", "H"],
  "xyz": [[0.539860, -0.038764, -0.111344], [-1.363783, -0.210984, 0.031126], [0.763287, -1.191834, -0.714547], [0.857930, -0.053186, 1.224857], [0.821893, 0.995943, -0.892190], [-2.157257, 1.282132, -0.202354], [-1.239984, -0.530617, 1.071460], [0.803099, -1.897132, -0.158753], [0.687362, 0.800651, 1.510622], [0.287591, 0.843788, -1.758873]],
  "forces_ev_per_angstrom": [[-4.453, -1.368, 0.597], [3.357, -1.208, 1.270], [1.069, 2.130, -3.039], [1.472, -1.709, -2.245], [-0.928, 0.301, -1.363], [-0.073, 0.250, 0.621], [-1.269, 1.487, -2.025], [0.003, -3.126, 2.702], [-0.476, 2.799, 1.382], [1.299, 0.444, 2.101]]
}


# 2
{
  "formula": "CH4ClNS",
  "method": "ωB97M-V with the def2-TZVPD basis set",
  "fmax_ha_per_bohr": 0.05039,
  "homo_lumo_gap_ev": 7.5,
  "species": ["C", "N", "S", "Cl", "H", "H", "H", "H"],
  "xyz": [[0.384390, 0.199645, 0.237796], [-0.802615, 0.795228, -0.453122], [-2.152236, 1.427152, 0.135347], [-3.827241, -0.785821, 0.119010], [0.337303, -0.902035, 0.162550], [1.355235, 0.585046, -0.300221], [0.537154, 0.448957, 1.286534], [-0.617640, 0.995470, -1.404588]],
  "forces_ev_per_angstrom": [[1.310, 0.146, -1.225], [0.532, 0.740, 1.683], [-0.450, -2.551, -0.018], [1.317, 1.784, 0.006], [0.020, 0.526, -0.103], [-1.971, -0.805, 0.793], [-0.728, 0.318, -0.059], [-0.029, -0.157, -1.077]]
}


# 3
{
  "formula": "CH4ClOPS",
  "method": "ωB97M-V with the def2-TZVPD basis set",
  "smiles": "C=P(=S)Cl.O",
  "fmax_ha_per_bohr": 0.07153,
  "homo_lumo_gap_ev": 8.6,
  "species": ["C", "P", "S", "Cl", "H", "H", "O", "H", "H"],
  "xyz": [[-0.147399, 1.092511, -1.499043], [-1.130325, 0.146454, -0.432253], [-1.854144, 0.532683, 1.295407], [-1.416251, -1.615465, -1.324690], [-0.031571, 0.833449, -2.528565], [-0.077385, 2.167018, -1.260960], [1.657926, -0.872742, 1.572067], [2.229217, -1.186763, 2.333824], [0.769932, -1.097148, 1.844211]],
  "forces_ev_per_angstrom": [[-2.359, -0.345, 2.374], [1.894, 2.330, -2.124], [0.250, -0.354, -0.353], [-0.090, -0.305, 0.187], [0.180, -0.575, -0.280], [0.173, -0.764, 0.175], [1.414, -0.536, 1.268], [-1.029, 0.583, -1.419], [-0.433, -0.034, 0.172]]
}


# 4
{
  "formula": "CH4ClPS",
  "method": "ωB97M-V with the def2-TZVPD basis set",
  "fmax_ha_per_bohr": 0.07502,
  "homo_lumo_gap_ev": [7.5, 7.2],
  "species": ["C", "P", "S", "Cl", "H", "H", "H", "H"],
  "xyz": [[-0.710638, -1.279645, 0.996086], [0.734481, 0.742726, -1.146520], [-0.565418, 1.372697, 0.215781], [0.336202, -1.758684, -0.115927], [-1.770912, -1.199611, 0.860213], [-0.493985, -0.997305, 1.991748], [0.588061, 1.895335, -1.984905], [1.882209, 1.224487, -0.816477]],
  "forces_ev_per_angstrom": [[-1.670, 2.793, 0.349], [-2.426, 0.217, -2.272], [-0.687, -0.991, 1.504], [0.777, -1.617, -0.526], [-0.308, -0.625, -0.892], [1.212, -0.087, 0.726], [-0.320, -0.652, -0.387], [3.422, 0.962, 1.498]]
}


Results for relative energy (zero: lowest compared OMol25 entry of this formula, charge and spin): 45.7, 33.7, 49.9, 81.1 (in kcal per mole, following the order of the records).